(1)
68
Properties=species:S:1:pos:R:3:forces:R:3 method="wB97M-V/def2-TZVPD" e_tot_ha=-4224.4937 charge=-1 e_lumo_ev=1.4 orbital_gap_ev=6.14 molar_mass_g_mol=576.69 homo_energy_ev=-4.70
C 5.758089 2.594896 -0.180175 0.204 0.552 -0.967
C 4.398676 3.526331 -0.392020 -0.863 -0.198 4.492
Cl 4.061887 4.021456 -2.185158 0.662 -0.856 2.662
C 3.496178 3.955512 0.746367 2.919 -1.513 -4.494
Cl 3.881829 3.411833 2.515955 0.030 0.300 -2.051
Al 1.868782 5.170871 0.351996 -0.398 0.707 0.400
C 0.056961 4.354595 0.854349 -1.517 -1.567 0.339
C -0.551951 3.302167 -0.260514 -0.526 0.958 0.214
F -0.945378 5.482495 0.927572 1.177 -1.435 -0.074
H 6.722335 3.221805 -0.501298 -2.153 -1.300 0.543
H 5.721900 1.627116 -0.870790 -0.036 2.121 1.470
H 5.943062 2.273652 0.928246 -0.821 0.731 -2.077
H 1.999417 6.562392 1.159072 0.289 -0.476 0.002
H 1.852477 5.509192 -1.199760 -0.073 -0.174 -0.257
H 0.016962 3.844740 1.921204 -0.198 0.960 -1.976
H -1.741852 3.392865 -0.279426 2.427 -0.309 0.192
H -0.186743 3.676879 -1.313502 -0.607 -1.072 1.935
H -0.246743 2.194925 -0.020353 -0.443 2.135 -0.633
C -2.396853 -1.098771 2.260517 0.027 0.092 0.163
S -1.920484 -1.561477 0.578921 0.442 0.421 -0.197
O -0.545957 -1.013644 0.332616 -0.772 -0.326 0.204
C -3.097642 -0.473883 -0.259114 0.028 0.101 -0.067
H -1.756511 -1.637623 2.963471 -0.025 0.037 -0.186
H -2.266744 -0.023446 2.404788 0.042 -0.079 -0.107
H -3.438648 -1.377319 2.436166 0.059 -0.013 -0.082
H -2.924756 0.563830 0.037773 0.107 -0.113 0.031
H -4.117184 -0.772166 -0.003757 0.089 -0.060 0.001
H -2.953738 -0.569664 -1.338854 0.020 -0.081 0.134
C -0.978013 -1.314178 -5.518406 -0.066 -0.129 -0.084
S -1.604838 -0.343636 -4.127748 -0.141 -0.009 -0.154
O -3.092590 -0.529707 -4.082079 0.444 0.101 -0.064
C -1.281694 1.276206 -4.864330 -0.096 0.129 -0.030
H -1.115250 -2.374503 -5.291642 -0.039 0.105 0.100
H -1.529378 -1.065171 -6.428383 -0.026 0.066 0.123
H 0.086408 -1.110513 -5.657350 -0.078 0.048 0.101
H -1.815054 1.368262 -5.814031 -0.004 -0.117 0.093
H -0.207752 1.397901 -5.023970 -0.077 -0.063 0.093
H -1.633681 2.049278 -4.175717 0.067 -0.213 -0.017
C 0.005861 -6.385920 -3.056694 0.206 0.015 -0.004
S -1.650943 -5.838008 -3.529536 -0.043 0.350 0.015
O -1.500204 -4.885127 -4.678191 0.119 -0.271 0.407
C -1.958073 -4.854130 -2.043427 0.068 0.212 0.076
H 0.414518 -6.995074 -3.866926 -0.160 0.108 0.042
H 0.654084 -5.521711 -2.892329 -0.126 0.005 -0.042
H -0.053003 -6.988823 -2.147397 -0.146 0.061 -0.071
H -1.190756 -4.082413 -1.940685 -0.025 -0.025 -0.169
H -1.954787 -5.505441 -1.166256 -0.067 0.001 -0.329
H -2.938539 -4.378886 -2.135898 0.147 -0.107 -0.152
C 3.005861 6.464080 4.618306 0.183 0.042 0.008
S 1.349057 7.011992 4.145464 0.119 0.452 -1.062
O 1.499796 7.964873 2.996809 -0.137 -0.205 1.445
C 1.041927 7.995870 5.631573 0.032 0.174 0.179
H 3.414518 5.854926 3.808074 -0.228 0.108 0.032
H 3.654084 7.328289 4.782671 -0.121 0.032 -0.040
H 2.946997 5.861177 5.527603 -0.074 0.010 -0.048
H 1.809244 8.767587 5.734315 -0.028 -0.069 -0.079
H 1.045213 7.344559 6.508744 -0.004 -0.012 -0.062
H 0.061461 8.471114 5.539102 0.145 -0.138 -0.108
C -2.045471 -6.819405 2.475736 -0.135 -0.010 0.056
S -1.107985 -7.070755 0.950373 -0.200 -0.131 -0.057
O -2.096383 -7.310698 -0.152173 0.347 -0.212 0.627
C -0.412459 -8.674056 1.415704 -0.032 -0.156 -0.027
H -2.597854 -5.879956 2.392958 0.150 -0.117 -0.109
H -2.750575 -7.641222 2.622406 0.084 0.028 -0.112
H -1.358031 -6.759459 3.322854 0.011 0.013 -0.128
H -1.216800 -9.383658 1.626369 0.010 0.133 -0.054
H 0.223253 -8.555445 2.296299 -0.049 0.075 -0.087
H 0.190462 -9.047777 0.583514 -0.123 0.173 0.079

***

(2)
86
Properties=species:S:1:pos:R:3:forces:R:3 method="wB97M-V/def2-TZVPD" e_tot_ha=-3055.2090 charge=+1 e_lumo_ev="-4.3 / -8.5" s_squared=0.7684 orbital_gap_ev="6.12 / 1.88" spin_multiplicity=2 molar_mass_g_mol=913.10 homo_energy_ev="-10.40 / -10.40"
Tl -12.903310 -3.380530 4.529230 -1.359 -0.165 -0.097
C -18.350630 -1.984360 3.481860 1.572 -2.006 3.374
F -17.866060 -1.348240 2.481900 -0.425 0.900 -2.434
F -18.281150 -1.094760 4.526410 -0.905 -1.232 -0.738
F -19.571500 -2.537120 3.348420 0.970 1.316 -0.259
S -17.070640 -3.432770 3.789010 2.256 -0.059 1.547
O -15.716940 -2.786820 3.943790 -2.657 -0.468 -0.674
O -17.473020 -4.148250 5.002090 -0.592 0.945 -1.015
O -17.131910 -4.269280 2.575680 -0.730 0.732 -0.094
N -14.979320 -2.519070 7.188700 -0.989 1.022 -0.384
C -14.578140 -2.423780 8.460590 -0.049 -0.241 0.032
C -15.117770 -1.590440 9.424780 -1.563 0.472 -0.788
C -16.229760 -0.789250 9.061170 0.335 -0.996 -1.089
C -16.731660 -0.874250 7.721740 1.979 -0.883 1.389
C -16.044410 -1.746390 6.835130 -0.013 0.881 1.203
H -13.800220 -3.102170 8.778430 0.295 -0.098 -0.195
H -14.772610 -1.667150 10.445260 0.088 0.252 -0.001
H -16.697530 -0.189050 9.827560 -0.138 0.204 -0.139
H -17.572630 -0.284340 7.388320 -0.013 -0.060 -0.023
H -16.388290 -1.720270 5.811670 0.409 -0.494 0.047
C -15.513130 -6.844610 4.709800 0.592 -0.054 -0.716
O -15.172660 -5.534540 5.176950 -0.091 -1.414 0.063
H -14.775120 -7.101330 3.949850 0.055 -0.150 0.031
H -15.538510 -7.650710 5.443050 0.385 0.272 0.563
H -16.489790 -6.914590 4.230910 -0.159 0.575 -0.184
H -16.020920 -5.187940 5.463180 -0.123 0.801 0.314
C -14.251850 -5.796970 1.238280 0.296 -0.189 1.706
O -14.577600 -4.868870 2.282540 1.336 -0.270 -1.425
H -14.652170 -5.621030 0.239840 -0.105 0.531 -0.045
H -13.163460 -5.840980 1.198860 -0.042 0.017 -0.263
H -14.601590 -6.770530 1.581740 -0.017 -0.382 -0.352
H -15.527930 -4.732970 2.283830 -0.662 0.163 0.330
C -14.590990 -1.826220 1.093450 -1.093 -0.638 -0.557
O -13.614950 -1.758270 2.078430 0.812 0.360 0.814
H -15.412260 -2.416780 1.499450 0.151 -0.112 0.001
H -15.040050 -0.881130 0.788090 0.328 0.399 0.144
H -14.192760 -2.327210 0.211110 -0.043 -0.109 -0.296
H -12.901690 -1.196420 1.766690 0.085 0.115 -0.001
F -16.284020 -8.188370 -2.563740 0.219 2.348 0.203
C -16.373000 -6.902620 -2.178520 -0.579 -1.169 0.128
C -15.789320 -5.822730 -2.910660 -0.085 1.068 -0.100
C -15.981200 -4.507110 -2.464000 0.747 -1.344 -1.054
C -16.632390 -4.255770 -1.259720 0.045 -0.078 -0.049
C -17.197730 -5.337550 -0.552730 -1.430 -1.869 -0.292
C -17.164140 -6.633940 -1.055700 0.348 0.800 0.961
H -15.281820 -6.044970 -3.837720 0.132 0.068 -0.039
H -15.620920 -3.684590 -3.064050 0.153 -0.044 -0.020
H -16.771530 -3.256350 -0.874750 0.102 0.119 -0.034
H -17.867140 -5.142410 0.272020 0.319 0.107 0.448
H -17.661300 -7.457160 -0.564240 -0.092 0.028 0.082
F -23.193760 2.157860 -1.153360 0.316 -0.853 0.146
C -22.271400 1.310010 -0.607080 0.670 0.920 -0.046
C -21.601840 1.796970 0.519350 0.234 -0.861 -0.578
C -20.581110 0.996560 1.035100 0.703 -0.678 -0.239
C -20.194320 -0.189850 0.408240 -1.318 -0.489 -1.057
C -20.892480 -0.637920 -0.734180 0.415 0.771 0.372
C -21.904220 0.138850 -1.277940 -0.726 0.655 0.625
H -21.807950 2.799730 0.863430 -0.177 -0.125 0.265
H -19.964520 1.223840 1.892170 -0.311 0.686 0.204
H -19.404480 -0.836130 0.761620 0.069 0.312 0.307
H -20.589480 -1.541800 -1.241720 -0.015 -0.127 0.016
H -22.455860 -0.104980 -2.173840 0.096 -0.208 -0.073
F -21.346710 -5.515260 7.465770 0.079 -1.117 -0.209
C -20.772620 -6.692310 7.049350 -0.631 -0.171 -0.159
C -21.437630 -7.920110 7.120640 0.665 0.718 0.158
C -20.731350 -9.071190 6.733570 -0.411 -0.043 -0.318
C -19.442850 -9.013800 6.258510 0.521 2.348 -0.137
C -18.869510 -7.701500 6.079090 0.343 -3.003 -0.044
C -19.516140 -6.578360 6.471520 -0.503 0.890 0.513
H -22.442650 -7.997670 7.508340 -0.040 0.110 -0.022
H -21.239490 -10.023480 6.696930 -0.133 -0.090 0.429
H -18.848880 -9.887440 6.034110 -0.189 -0.075 -0.184
H -17.882580 -7.700750 5.640510 0.049 0.423 0.078
H -19.089310 -5.589150 6.396090 0.150 0.041 -0.154
F -21.694930 -9.038570 2.326380 0.395 -0.537 -0.275
C -22.062660 -7.787060 2.627380 -0.165 -0.333 -0.257
C -21.112910 -6.878790 3.019520 0.760 0.035 -0.228
C -21.505620 -5.611290 3.346110 -0.583 -0.201 0.196
C -22.888410 -5.346030 3.418910 1.723 2.168 0.884
C -23.803370 -6.243240 3.030670 -1.017 -1.631 -0.751
C -23.384820 -7.474460 2.524630 -0.547 -0.156 0.395
H -20.057550 -7.104200 3.062030 0.018 -0.390 -0.066
H -20.671420 -4.963870 3.572760 -0.507 0.651 0.341
H -23.245650 -4.415670 3.835100 0.167 0.242 -0.051
H -24.860610 -6.056650 3.148250 -0.049 0.165 -0.173
H -24.071530 -8.226190 2.164460 -0.105 -0.017 0.067

***

(3)
69
Properties=species:S:1:pos:R:3:forces:R:3 method="wB97M-V/def2-TZVPD" e_tot_ha=-2437.1258 de_lowest_kj_mol=121.29 e_lumo_ev="-0.3 / -0.3" orbital_gap_ev="6.95 / 6.95" molar_mass_g_mol=709.76 homo_energy_ev="-7.22 / -7.22"
Pt 2.087706 -0.806968 -0.621406 -1.881 4.010 3.359
C 1.264906 -4.070768 1.659694 0.239 -0.261 0.247
N 0.479906 -2.859668 1.463294 0.570 0.624 -0.002
C -0.295094 -2.850568 0.244294 -0.450 0.170 -0.294
C 0.978606 -1.660868 1.878494 -0.318 -0.681 0.811
N 0.757506 -0.591068 1.140394 1.124 -0.471 -1.840
C 0.819806 0.725932 1.581494 -0.097 0.798 -0.042
C 0.492506 1.163532 2.862294 -0.139 -0.037 -0.168
C 0.621706 2.501632 3.208294 0.088 0.011 0.088
C 1.119106 3.412632 2.295394 0.011 0.097 -0.013
C 1.357206 3.016932 0.988594 0.145 -0.229 0.055
C 1.132806 1.701632 0.603494 0.121 0.085 0.829
N 1.229206 1.267132 -0.720406 0.751 -2.074 -0.192
C 0.631206 1.873232 -1.706806 -0.223 0.156 -0.606
N 0.909606 1.522932 -2.996406 -0.112 -0.063 0.451
C -0.172394 1.413032 -3.954406 -0.201 0.119 -0.138
C 2.025506 0.649732 -3.283606 0.368 -0.166 -0.097
N -0.279194 2.894332 -1.575406 0.380 -0.145 0.019
C -1.153594 3.079432 -0.447106 -0.197 0.006 0.256
C -0.191494 4.055032 -2.429506 0.046 0.162 -0.112
N 1.643206 -1.627568 3.067194 -0.174 -0.154 -0.423
C 2.785006 -0.764768 3.252594 0.226 0.306 -0.055
C 1.311106 -2.495568 4.167594 -0.155 -0.085 0.212
H 1.287506 -4.632868 0.728194 -0.005 0.062 -0.020
H 0.831206 -4.702168 2.438794 0.043 -0.020 -0.018
H 2.297006 -3.826768 1.900694 -0.009 0.013 0.058
H -0.777194 -3.817968 0.122794 -0.009 -0.051 0.042
H 0.349106 -2.640668 -0.626206 -0.216 -0.179 0.114
H -1.047094 -2.067468 0.306794 0.015 -0.077 -0.139
H 0.139106 0.448232 3.589794 -0.012 -0.079 0.086
H 0.373706 2.829432 4.208394 0.013 -0.063 0.067
H 1.312806 4.432832 2.592894 -0.051 0.083 0.001
H 1.716406 3.727632 0.256694 -0.016 0.020 -0.081
H -1.094694 1.789632 -3.521406 -0.016 0.007 -0.034
H -0.325394 0.361032 -4.214306 0.038 0.031 0.015
H 0.059506 1.969932 -4.865506 -0.001 -0.019 -0.018
H 2.867906 0.878332 -2.633106 -0.014 0.014 -0.162
H 2.325006 0.809632 -4.319806 0.019 0.011 -0.021
H 1.769906 -0.412468 -3.146906 0.043 0.223 -0.154
H -1.232494 2.161432 0.123794 -0.103 0.113 0.048
H -2.144694 3.341632 -0.825006 -0.055 -0.078 -0.006
H -0.812294 3.881832 0.213094 -0.001 0.028 -0.054
H 0.518206 3.885332 -3.232906 -0.013 0.035 -0.020
H 0.143106 4.916832 -1.839606 -0.022 0.032 -0.049
H -1.170594 4.295132 -2.852806 0.019 -0.006 -0.044
H 3.164606 -0.465068 2.275694 0.067 0.045 0.078
H 3.567506 -1.324968 3.768994 -0.023 -0.005 -0.062
H 2.537206 0.128032 3.837794 0.085 -0.099 -0.020
H 0.353906 -2.973368 3.977994 -0.022 -0.038 0.039
H 1.220506 -1.888368 5.075294 0.024 -0.077 -0.028
H 2.066906 -3.266968 4.341594 0.004 0.028 -0.032
O 5.008906 -3.074068 -1.635206 0.321 0.072 0.232
S 3.952206 -2.200768 -1.230506 0.161 -2.133 -1.969
O 2.647106 -2.440068 -1.977406 0.938 -1.070 -0.593
O 4.226906 -0.750368 -1.446306 -0.448 0.805 0.061
O 3.554906 -2.348468 0.209894 -0.706 0.385 0.513
C -4.495994 -0.433568 0.892794 0.221 0.037 0.482
N -4.590694 -0.607668 -0.525406 0.335 0.011 -0.733
C -5.710094 -0.973768 -1.231206 -0.437 -0.158 -0.489
C -5.375394 -1.050768 -2.535606 -0.442 -0.103 0.158
N -4.041194 -0.735568 -2.627306 -0.113 0.026 0.488
C -3.545994 -0.460368 -1.387406 -0.003 0.094 -0.211
S -1.997494 -0.015568 -1.038006 0.590 -0.006 0.129
H -5.482894 -0.238068 1.306594 -0.002 -0.003 -0.058
H -3.829894 0.402332 1.101094 -0.038 0.010 0.018
H -4.072494 -1.323568 1.361294 -0.021 0.009 0.027
H -6.651194 -1.139068 -0.749606 -0.179 -0.052 0.061
H -5.969594 -1.300768 -3.388606 -0.130 -0.050 -0.137
H -3.478594 -0.696968 -3.458906 0.048 -0.002 0.097